ORCA calculation (wB97M-V/def2-TZVPD) on a 14-piece molecular cluster, C48H131N7O14 overall.

Structure (XYZ):
```
200
Properties=species:S:1:pos:R:3:lowdin_charge:R:1
C 21.375 12.207 16.128 -0.07
C 19.914 12.628 16.183 -0.29
O 19.477 13.031 14.876 -0.07
H 21.594 11.470 15.382 0.06
H 21.834 11.961 17.041 0.05
H 21.928 13.117 15.771 0.09
H 19.818 13.394 16.925 0.09
H 19.225 11.864 16.526 0.09
H 18.607 12.770 14.732 0.00
C 14.802 10.741 13.408 -0.03
C 15.820 11.221 14.473 -0.42
C 16.794 10.117 14.994 -0.02
O 16.589 12.304 13.944 -0.07
H 15.314 10.741 12.429 0.08
H 13.986 11.512 13.383 0.08
H 14.377 9.816 13.618 0.03
H 15.282 11.608 15.378 0.13
H 17.592 10.105 14.255 0.07
H 16.267 9.232 15.124 0.05
H 17.279 10.521 15.882 0.05
H 16.302 13.165 14.211 0.05
C 19.598 13.037 10.512 -0.05
C 18.928 11.743 10.842 -0.55
C 19.708 10.882 11.756 -0.07
O 17.595 11.887 11.227 -0.06
H 18.908 13.754 10.027 0.08
H 20.583 13.009 9.970 0.10
H 19.751 13.574 11.488 0.09
H 18.865 11.035 9.927 0.15
H 20.505 10.363 11.188 0.09
H 19.083 9.998 12.101 0.10
H 20.077 11.361 12.688 0.08
H 17.564 12.108 12.149 0.06
C 15.817 10.527 8.418 -0.06
C 15.646 11.991 8.139 -0.51
C 14.398 12.458 7.463 -0.08
O 15.679 12.703 9.404 -0.11
H 15.447 10.024 7.548 0.06
H 15.241 10.179 9.287 0.09
H 16.892 10.297 8.599 0.08
H 16.491 12.350 7.473 0.14
H 14.458 13.503 7.158 0.07
H 13.501 12.487 8.150 0.08
H 14.124 11.849 6.559 0.09
H 16.380 12.382 10.057 0.06
C 19.084 17.729 18.622 -0.04
C 18.519 17.112 17.334 -0.42
C 17.165 16.490 17.620 -0.04
O 18.361 18.138 16.294 -0.09
H 19.555 16.967 19.215 0.08
H 18.273 18.043 19.238 0.07
H 19.708 18.557 18.384 0.05
H 19.174 16.368 16.841 0.14
H 16.413 17.258 17.911 0.09
H 17.286 15.836 18.499 0.07
H 16.727 15.910 16.840 0.05
H 17.867 18.876 16.671 0.04
C 11.301 19.198 12.046 -0.05
C 12.430 20.110 12.509 -0.52
C 11.918 21.228 13.419 -0.05
O 13.269 19.313 13.266 -0.10
H 10.488 19.655 11.513 0.07
H 10.862 18.630 12.909 0.09
H 11.661 18.403 11.364 0.07
H 12.951 20.612 11.735 0.10
H 12.769 21.813 13.775 0.07
H 11.398 20.854 14.260 0.06
H 11.105 21.776 12.878 0.10
H 13.388 18.370 12.941 0.08
C 10.723 13.878 9.989 -0.04
C 12.117 14.219 10.609 -0.43
C 12.668 15.497 10.038 -0.05
O 11.817 14.454 12.016 -0.11
H 10.208 14.818 10.010 0.07
H 10.246 13.181 10.652 0.05
H 10.738 13.504 8.952 0.08
H 12.845 13.422 10.433 0.12
H 12.328 16.238 10.724 0.05
H 12.419 15.708 8.989 0.09
H 13.751 15.482 10.002 0.05
H 11.710 13.682 12.587 0.05
C 16.979 12.897 18.704 -0.10
C 16.167 11.793 19.202 -0.43
C 14.630 12.022 18.959 -0.23
O 13.818 11.078 19.544 -0.19
C 12.483 11.337 19.226 -0.09
N 16.524 10.542 18.525 0.06
H 16.832 13.872 19.191 0.07
H 16.904 13.140 17.600 0.10
H 18.068 12.772 18.890 0.09
H 16.265 11.695 20.317 0.15
H 14.433 11.976 17.843 0.13
H 14.305 12.974 19.360 0.10
H 12.469 11.183 18.152 0.08
H 12.213 12.383 19.489 0.09
H 11.859 10.684 19.777 0.08
H 16.005 9.753 18.789 0.05
H 17.515 10.339 18.525 0.07
C 13.659 14.705 15.415 -0.04
C 14.054 15.976 14.676 -0.38
C 15.255 15.711 13.756 -0.13
O 16.377 15.116 14.501 -0.23
C 17.651 15.593 14.200 -0.09
N 12.981 16.519 13.791 0.07
H 14.331 14.343 16.215 0.08
H 13.626 13.927 14.664 0.07
H 12.680 14.852 15.856 0.05
H 14.431 16.702 15.335 0.11
H 15.558 16.559 13.161 0.10
H 14.922 15.032 13.046 0.10
H 17.656 15.469 13.106 0.10
H 18.449 14.993 14.614 0.07
H 17.830 16.623 14.521 0.07
H 12.543 15.879 13.087 0.07
H 12.374 17.142 14.301 0.06
C 8.826 11.108 15.318 -0.04
C 10.210 11.584 15.043 -0.45
C 11.174 10.392 14.794 -0.14
O 11.318 9.614 16.039 -0.22
C 11.943 8.340 15.895 -0.11
N 10.328 12.486 13.961 0.06
H 8.140 12.007 15.269 0.09
H 8.732 10.648 16.339 0.10
H 8.580 10.417 14.571 0.06
H 10.707 12.107 15.869 0.13
H 12.191 10.604 14.485 0.09
H 10.806 9.679 14.072 0.11
H 12.663 8.275 15.087 0.07
H 11.178 7.642 15.587 0.08
H 12.388 8.027 16.855 0.09
H 9.746 12.314 13.150 0.09
H 10.205 13.440 14.176 0.04
C 15.186 19.429 9.637 -0.05
C 16.343 18.604 10.205 -0.46
C 16.880 19.309 11.396 -0.24
O 17.972 18.607 11.956 -0.20
C 18.379 19.209 13.151 -0.12
N 15.925 17.257 10.626 0.06
H 15.630 20.387 9.346 0.08
H 14.428 19.651 10.392 0.05
H 14.729 18.788 8.845 0.09
H 17.146 18.592 9.430 0.15
H 16.146 19.251 12.230 0.13
H 17.115 20.328 11.154 0.12
H 19.259 18.656 13.434 0.09
H 17.656 19.109 13.951 0.05
H 18.543 20.321 12.972 0.11
H 15.745 16.647 9.774 0.10
H 16.679 16.864 11.180 0.05
C 15.185 20.657 15.564 -0.04
C 15.232 20.369 17.081 -0.44
C 16.450 21.062 17.668 -0.22
O 17.641 20.695 17.035 -0.22
C 18.787 21.190 17.639 -0.11
N 14.001 20.813 17.685 0.05
H 14.282 20.223 15.198 0.04
H 16.081 20.314 15.042 0.06
H 15.137 21.731 15.266 0.10
H 15.282 19.288 17.067 0.11
H 16.516 20.866 18.786 0.13
H 16.300 22.200 17.626 0.15
H 18.600 21.382 18.716 0.09
H 19.039 22.184 17.297 0.08
H 19.621 20.418 17.521 0.11
H 13.608 21.627 17.168 0.11
H 14.077 20.936 18.665 0.06
C 12.623 17.512 17.557 -0.07
C 12.122 17.863 18.909 -0.44
C 13.328 18.021 19.846 -0.21
O 14.084 16.870 20.167 -0.20
C 13.383 15.782 20.709 -0.12
N 11.328 19.098 18.880 0.05
H 13.360 16.685 17.519 0.08
H 13.148 18.357 17.091 0.07
H 11.782 17.271 16.861 0.08
H 11.470 17.062 19.302 0.13
H 12.955 18.555 20.774 0.13
H 14.138 18.614 19.375 0.11
H 12.811 15.309 19.898 0.06
H 12.668 16.112 21.488 0.10
H 13.983 14.932 21.096 0.09
H 10.597 19.239 19.587 0.08
H 11.715 19.958 18.561 0.04
C 10.023 14.591 17.493 -0.04
C 8.922 15.623 17.213 -0.47
C 8.751 15.921 15.725 -0.21
O 8.612 14.727 14.985 -0.22
C 7.823 14.888 13.776 -0.09
N 7.754 15.231 17.873 0.03
H 10.723 14.320 16.742 0.03
H 9.667 13.608 17.822 0.08
H 10.684 14.958 18.273 0.06
H 9.343 16.558 17.639 0.13
H 9.653 16.518 15.438 0.12
H 7.880 16.575 15.615 0.12
H 8.517 15.148 12.980 0.07
H 7.045 15.694 13.723 0.10
H 7.348 13.910 13.455 0.10
H 7.570 14.228 17.673 0.09
H 6.862 15.723 17.570 0.11
```

**Relative energy (zero: lowest compared OMol25 entry of this formula, charge and spin)**: 16.1 kcal per mole
**Net charge**: 0
**HOMO**: -0.319 Ha
**Calculated total energy**: -90989.4969 eV